Entry 1:
Computed, not measured: C3H7NO2 as an isolated structure, with ωB97M-V with the def2-TZVPD basis set.

The geometry in XYZ format:
```
13
Properties=species:S:1:pos:R:3
C 1.138 -0.122 -1.453
C -0.322 1.126 0.613
O 1.166 0.270 -0.086
O -0.072 1.986 1.390
H -0.948 1.194 -0.289
H 0.996 0.770 -2.069
H 2.092 -0.583 -1.709
H 0.333 -0.837 -1.658
C -0.779 -0.525 1.356
N -1.715 -1.246 0.901
H -1.926 -1.046 -0.082
H -0.562 -0.577 2.427
H 0.599 -0.410 0.659
```

Calculated total energy: -8805.2531 eV
Energy relative to the best compared isomer or geometry (same formula, charge and spin): 509.03 kJ/mol

Entry 2:
Computed, not measured: C2F6NO4PtS2Te4 as an isolated structure, with ωB97M-V with the def2-TZVPD basis set.

The geometry in XYZ format:
```
20
Properties=species:S:1:pos:R:3
Pt -1.130 -1.929 0.203
F -3.027 1.388 0.920
C -1.875 1.799 0.389
F -1.904 3.126 0.282
F -1.763 1.275 -0.832
S -0.477 1.271 1.471
O -0.556 -0.184 1.479
O -0.747 1.911 2.718
N 0.764 1.873 0.760
S 1.984 1.122 0.088
O 3.157 1.922 0.250
O 2.050 -0.293 0.328
C 1.601 1.237 -1.714
F 2.681 0.885 -2.416
F 0.602 0.422 -2.040
F 1.265 2.483 -2.060
Te 0.902 -3.124 1.148
Te 0.421 -5.717 1.076
Te -1.662 -6.001 -0.641
Te -2.284 -3.465 -1.406
```

2S+1: 3
Total charge: -1
Calculated total energy: -82151.1595 eV
Energy relative to the best compared isomer or geometry (same formula, charge and spin): 11.60 kJ/mol

Entry 3:
Computed, not measured: C27H34CaF12N2O26S4 as an isolated structure, with ωB97M-V with the def2-TZVPD basis set.

The geometry in XYZ format:
```
106
Properties=species:S:1:pos:R:3
Ca 3.717 -1.578 1.445
C 2.472 -1.325 -2.716
F 3.415 -0.723 -3.408
F 1.393 -1.550 -3.430
F 2.944 -2.497 -2.284
S 1.989 -0.207 -1.210
O 3.160 0.635 -1.103
O 0.731 0.409 -1.550
N 1.911 -1.245 0.226
S 0.463 -1.949 0.200
O -0.127 -2.220 -1.079
O 0.585 -3.087 1.081
C -0.720 -0.763 1.143
F -0.426 -0.817 2.425
F -0.645 0.461 0.659
F -1.970 -1.185 1.012
C 5.778 -2.263 5.221
F 6.243 -2.844 6.307
F 4.862 -1.360 5.545
F 6.787 -1.702 4.555
S 5.000 -3.575 4.044
O 5.972 -3.783 3.009
O 4.617 -4.701 4.847
N 3.611 -2.751 3.361
S 2.317 -2.939 4.265
O 2.488 -2.960 5.704
O 1.321 -1.998 3.804
C 1.675 -4.692 3.779
F 0.369 -4.621 3.601
F 2.346 -5.117 2.718
F 1.892 -5.537 4.781
C 7.684 -1.889 -2.632
C 7.049 -0.618 -3.253
O 6.146 -0.271 -2.216
C 5.932 -1.273 -1.383
O 5.165 -1.232 -0.455
O 6.733 -2.296 -1.655
H 8.712 -1.820 -2.273
H 7.813 -2.624 -3.430
H 6.446 -0.981 -4.087
H 7.736 0.193 -3.459
C 1.072 3.238 0.034
C 2.003 4.133 -0.747
C 3.385 4.316 -0.082
O 4.238 4.353 -1.217
C 3.609 3.941 -2.334
O 4.121 3.719 -3.370
O 2.286 3.733 -2.061
H 1.442 2.274 0.370
H 0.197 3.172 -0.617
H 0.757 3.832 0.895
H 1.488 5.100 -0.786
H 3.683 3.445 0.504
H 3.397 5.228 0.509
C -5.989 -2.567 4.554
C -5.925 -2.582 3.031
C -4.522 -2.833 2.502
O -4.593 -4.083 1.849
C -5.842 -4.553 1.877
O -6.229 -5.610 1.523
O -6.703 -3.649 2.476
H -5.593 -3.494 4.975
H -6.977 -2.396 4.980
H -5.334 -1.794 4.968
H -6.306 -1.653 2.608
H -3.735 -2.723 3.244
H -4.369 -2.065 1.739
C -2.345 3.219 -5.141
C -1.068 3.239 -4.337
C -0.258 1.926 -4.363
O 1.081 2.269 -4.719
C 1.114 3.527 -5.158
O 2.090 4.097 -5.532
O -0.108 4.088 -5.026
H -3.034 2.477 -4.745
H -2.183 3.111 -6.215
H -2.817 4.206 -5.166
H -1.079 3.597 -3.308
H -0.610 1.108 -4.992
H -0.168 1.527 -3.350
C -4.392 -0.684 -1.228
C -5.043 -0.543 -2.574
C -5.213 0.873 -3.160
O -4.773 0.714 -4.499
C -4.196 -0.498 -4.688
O -3.864 -0.926 -5.743
O -4.174 -1.173 -3.526
H -4.095 -1.712 -1.025
H -5.065 -0.413 -0.409
H -3.533 -0.012 -1.163
H -5.950 -1.157 -2.528
H -4.579 1.577 -2.619
H -6.267 1.141 -3.150
C -2.686 1.521 3.838
C -2.878 2.814 3.077
C -1.587 3.483 2.585
O -1.961 3.983 1.326
C -3.011 3.298 0.851
O -3.398 3.342 -0.270
O -3.588 2.590 1.845
H -2.252 1.688 4.824
H -2.041 0.769 3.381
H -3.657 1.026 3.910
H -3.452 3.531 3.665
H -0.705 2.841 2.577
H -1.404 4.353 3.217
```

Calculated total energy: -179155.3905 eV

Entry 4:
Computed, not measured: one molecule with the formula C3H5Cl3, with ωB97M-V with the def2-TZVPD basis set.

The geometry in XYZ format:
```
11
Properties=species:S:1:pos:R:3
C 0.032 -1.181 -0.634
C 0.009 0.302 -0.457
Cl 1.558 1.113 -1.050
Cl -1.422 1.043 -1.152
C -0.038 0.616 1.118
Cl -0.012 2.419 1.325
H 0.792 -1.664 -0.059
H -0.878 -1.682 -0.338
H 0.146 -1.361 -1.724
H 0.874 0.141 1.559
H -1.061 0.253 1.413
```

Calculated total energy: -40759.3422 eV
SMILES string: CC(Cl)(Cl)CCl
Energy relative to the best compared isomer or geometry (same formula, charge and spin): 28.62 kJ/mol

Entry 5:
Computed, not measured: C12H46N2O11 as an isolated structure, with ωB97M-V with the def2-TZVPD basis set.

The geometry in XYZ format:
```
71
Properties=species:S:1:pos:R:3
C 15.720 19.557 -0.483
O 14.650 18.673 -0.942
H 15.984 20.330 -1.204
H 15.529 20.223 0.359
H 16.587 18.973 -0.171
H 14.403 18.132 -0.189
C 13.895 16.861 -2.220
O 13.564 16.084 -3.359
H 14.944 17.155 -2.201
H 13.189 17.688 -2.300
H 13.832 16.268 -1.308
H 14.393 15.810 -3.757
C 12.080 19.628 -6.964
O 11.115 20.624 -7.012
H 12.533 19.552 -7.953
H 12.801 19.985 -6.229
H 11.677 18.675 -6.620
H 10.324 20.125 -6.792
C 17.464 18.893 -3.286
O 18.010 17.572 -3.328
H 16.436 18.718 -2.970
H 17.925 19.466 -2.481
H 17.634 19.463 -4.200
H 17.545 17.026 -2.690
C 14.459 22.570 -3.501
O 14.451 21.817 -2.321
H 13.481 22.688 -3.966
H 14.943 23.536 -3.356
H 14.972 22.036 -4.301
H 13.582 21.430 -2.186
C 11.464 18.468 -3.958
O 11.753 19.748 -3.389
H 11.920 17.656 -3.392
H 10.388 18.439 -4.132
H 11.891 18.360 -4.955
H 12.681 19.737 -3.143
C 12.929 21.333 -0.597
O 12.479 21.302 -1.935
H 12.245 21.075 0.211
H 13.828 20.718 -0.644
H 13.201 22.369 -0.395
H 12.153 20.417 -2.117
C 16.711 20.442 -5.797
O 17.978 20.621 -5.072
H 16.057 21.298 -5.633
H 17.022 20.313 -6.834
H 16.325 19.431 -5.661
H 18.464 21.379 -5.404
C 17.265 22.353 -2.875
O 16.464 21.556 -2.040
H 18.093 22.871 -2.390
H 17.726 21.743 -3.651
H 16.613 23.106 -3.318
H 15.555 21.772 -2.260
C 12.555 16.822 -6.090
O 11.942 17.048 -7.134
N 12.216 15.959 -5.145
N 13.703 17.344 -5.708
H 12.838 15.785 -4.369
H 11.295 15.544 -5.156
H 14.155 18.010 -6.318
H 14.211 17.069 -4.880
C 14.067 19.687 -4.677
C 14.753 19.492 -3.299
O 13.664 19.517 -2.365
H 14.838 19.822 -5.436
H 13.216 20.367 -4.684
H 13.587 18.781 -5.050
H 15.434 20.278 -2.972
H 15.433 18.641 -3.246
H 14.039 19.332 -1.501
```

Calculated total energy: -38670.9035 eV
Energy relative to the best compared isomer or geometry (same formula, charge and spin): 1827.08 kJ/mol

Entry 6:
Computed, not measured: one molecule with the formula H3NO3S, with ωB97M-V with the def2-TZVPD basis set.

The geometry in XYZ format:
```
8
Properties=species:S:1:pos:R:3
N 0.459 0.766 0.000
O -2.052 -0.896 -1.045
O -2.923 -0.680 -0.029
O -1.846 1.453 -0.285
S -0.813 0.836 -1.050
H 0.020 0.713 0.938
H 1.504 0.549 0.047
H -1.934 -1.859 -0.883
```

2S+1: 3
Calculated total energy: -18508.9674 eV

Entry 7:
Computed, not measured: one molecule with the formula C19H20N6O4S, with ωB97M-V with the def2-TZVPD basis set.

The geometry in XYZ format:
```
50
Properties=species:S:1:pos:R:3
C -2.100 1.661 4.627
H -1.911 1.444 5.677
O -1.701 0.509 3.924
C -1.868 0.475 2.569
C -1.535 -0.726 1.941
C -1.637 -0.865 0.574
C -2.071 0.209 -0.198
C -2.414 1.402 0.427
C -2.317 1.541 1.799
H -2.590 2.481 2.250
H -2.755 2.238 -0.167
N -2.189 0.159 -1.593
C -1.738 -0.799 -2.438
O -1.212 -1.840 -2.123
C -2.017 -0.460 -3.899
H -1.597 -1.233 -4.539
H -3.095 -0.405 -4.057
S -1.366 1.173 -4.502
O -1.434 2.091 -3.346
C 0.417 0.716 -4.643
C 0.998 0.009 -3.425
O 1.578 -1.044 -3.538
N 0.810 0.713 -2.280
C 1.159 0.339 -0.979
C 0.944 1.262 0.043
C 1.276 0.937 1.340
C 1.821 -0.308 1.631
C 2.029 -1.252 0.622
C 1.693 -0.908 -0.677
H 1.837 -1.625 -1.468
C 2.592 -2.604 0.921
H 2.067 -3.067 1.755
H 2.508 -3.247 0.050
H 3.640 -2.521 1.203
N 2.169 -0.596 2.961
C 1.500 -0.312 4.106
N 2.220 -0.724 5.116
N 3.323 -1.249 4.594
N 3.312 -1.189 3.332
H 0.532 0.134 4.160
H 1.127 1.655 2.133
H 0.520 2.229 -0.182
H 0.266 1.569 -2.349
H 0.939 1.658 -4.817
H 0.520 0.077 -5.517
H -2.462 1.043 -2.012
H -1.372 -1.794 0.101
H -1.198 -1.548 2.552
H -3.165 1.869 4.485
H -1.515 2.539 4.330
```

Calculated total energy: -47992.6878 eV
Energy relative to the best compared isomer or geometry (same formula, charge and spin): 0.00 kJ/mol

Entry 8:
Computed, not measured: a 2-piece molecular cluster, C6H9NO overall, with ωB97M-V with the def2-TZVPD basis set.

The geometry in XYZ format:
```
17
Properties=species:S:1:pos:R:3
C -2.407 0.785 -0.064
C -2.564 -0.615 0.035
C -1.527 -1.479 0.077
N -0.277 -1.163 0.042
C -0.142 0.152 -0.282
C -1.062 1.165 -0.133
H -3.351 1.222 0.024
H -3.483 -1.216 -0.275
H -1.803 -2.576 0.213
H 0.790 0.594 -0.503
H -0.778 2.145 -0.245
C 2.641 0.319 0.442
O 2.933 -0.732 -0.404
H 1.618 0.240 0.686
H 3.092 0.153 1.451
H 2.717 1.365 0.032
H 3.600 -0.358 -1.096
```

Calculated total energy: -9902.5198 eV
SMILES string: c1ccncc1.CO
Energy relative to the best compared isomer or geometry (same formula, charge and spin): 297.59 kJ/mol